The following is a DFT calculation (ωB97M-V/def2-TZVPD) of a molecular structure, C33H35F5N4OP2Ti at a distorted geometry.

Each line ends with the Löwdin spin population.
CARTESIAN COORDINATES (ANGSTROEM)
Ti1 -0.121 -0.524 -0.644  1.28
C1 -1.318 1.475 -0.871  0.13
C2 -1.597 0.600 -1.930  0.13
C3 -1.075 0.810 -3.328  0.03
C4 0.278 0.138 -3.656  0.04
C5 1.175 -0.063 -2.476  0.14
C6 1.411 0.926 -1.515  0.08
C7 0.963 2.352 -1.664  0.02
C8 -0.415 2.649 -1.010  0.03
C9 1.565 -1.547 0.113  -0.01
H1 -2.071 1.566 -0.088  0.00
H2 -2.500 -0.014 -1.882  0.02
H3 -1.018 1.884 -3.589  0.00
H4 -1.845 0.358 -3.989  0.00
H5 0.067 -0.837 -4.131  0.00
H6 0.782 0.736 -4.449  0.01
H7 1.826 -0.942 -2.495  0.01
H8 2.221 0.757 -0.810  0.01
H9 0.947 2.677 -2.721  0.00
H10 1.704 2.997 -1.158  0.00
H11 -0.224 3.075 -0.010  0.00
H12 -0.918 3.464 -1.567  0.01
H13 1.698 -1.194 1.154  0.00
H14 2.517 -1.535 -0.429  0.00
H15 1.151 -2.572 0.161  0.00
P1 1.416 -1.118 -7.996  0.00
P2 -1.924 -0.688 -7.672  0.00
N1 2.838 -0.041 -8.099  0.00
N2 2.097 -2.398 -9.063  0.00
N3 -2.115 1.068 -7.557  0.00
N4 -3.587 -1.025 -8.221  0.00
C10 0.403 -0.263 -9.301  0.00
C11 -1.085 -0.676 -9.332  0.00
C12 3.424 0.548 -6.967  0.00
C13 4.487 1.345 -7.373  0.00
C14 4.566 1.257 -8.799  0.00
C15 3.522 0.436 -9.220  0.00
C16 2.233 -3.735 -8.658  0.00
C17 2.699 -4.495 -9.727  0.00
C18 2.885 -3.606 -10.830  0.00
C19 2.479 -2.344 -10.409  0.00
C20 -1.827 1.729 -6.364  0.00
C21 -1.898 3.098 -6.562  0.00
C22 -2.236 3.301 -7.935  0.00
C23 -2.327 2.047 -8.529  0.00
C24 -4.418 -0.320 -9.100  0.00
C25 -5.510 -1.119 -9.436  0.00
C26 -5.345 -2.371 -8.755  0.00
C27 -4.162 -2.297 -8.032  0.00
H16 0.823 -0.472 -10.297  0.00
H17 0.504 0.820 -9.127  0.00
H18 -1.631 -0.029 -10.039  0.00
H19 -1.186 -1.715 -9.688  0.00
H20 3.018 0.336 -5.988  0.00
H21 5.137 1.925 -6.732  0.00
H22 5.296 1.731 -9.438  0.00
H23 3.226 0.163 -10.222  0.00
H24 1.980 -4.010 -7.647  0.00
H25 2.872 -5.559 -9.728  0.00
H26 3.271 -3.850 -11.808  0.00
H27 2.412 -1.432 -10.985  0.00
H28 -1.610 1.145 -5.496  0.00
H29 -1.714 3.853 -5.810  0.00
H30 -2.392 4.249 -8.427  0.00
H31 -2.526 1.776 -9.557  0.00
H32 -4.191 0.688 -9.401  0.00
H33 -6.316 -0.842 -10.096  0.00
H34 -6.016 -3.212 -8.803  0.00
H35 -3.669 -3.014 -7.396  0.00
F1 -1.258 0.501 6.441  0.00
C28 -1.200 0.388 5.101  0.00
C29 -0.326 1.210 4.377  0.00
F2 0.409 2.147 5.019  0.00
C30 -0.207 1.030 3.011  0.00
F3 0.673 1.789 2.293  0.00
C31 -0.922 0.011 2.343  0.00
O1 -0.670 -0.286 1.084  0.03
C32 -1.876 -0.726 3.081  0.00
F4 -2.642 -1.632 2.432  0.00
C33 -1.998 -0.557 4.449  0.00
F5 -2.869 -1.304 5.162  0.00

Properties
LUMO level (alpha / beta): -0.215 / -0.642 eV
2S+1: 3
HOMO level (alpha / beta): -7.381 / -8.323 eV
electronic energy: -98072.1449 eV